No. 1
DFT (ωB97M-V with the def2-TZVPD basis set) results for a 2-piece molecular cluster, C4H14N3 overall in a non-equilibrium geometry.

The geometry in XYZ format:
```
21
C4H14N3, DFT ωB97M-V with the def2-TZVPD basis set
C 0.15 2.02 1.13
C 1.30 0.24 -0.10
N 0.18 0.80 0.34
N 2.41 0.96 -0.36
N 1.32 -1.03 -0.43
H -0.68 0.35 0.04
H 2.41 1.94 -0.13
H 3.29 0.56 -0.07
H 0.63 -1.71 -0.16
H 2.11 -1.39 -0.93
H 1.07 2.59 1.02
H -0.02 1.85 2.18
H -0.53 2.72 0.67
C -2.05 -1.79 0.19
C -2.72 -0.89 -0.86
H -2.70 -2.64 0.41
H -1.14 -2.25 -0.16
H -1.85 -1.17 1.06
H -3.16 -1.55 -1.60
H -3.53 -0.37 -0.38
H -2.04 -0.21 -1.37
```

Properties
Energy above the lowest of the compared OMol25 structures with the same formula, charge and spin in kJ/mol: 36.2
Kohn-Sham gap in hartree: 0.443
Charge: +1
Multiplicity: 1
E_LUMO in eV: -2.93
Highest occupied orbital energy in Ha: -0.55080



No. 2
DFT (ωB97M-V with the def2-TZVPD basis set) results for a 2-piece molecular cluster, C15H17FN3 overall in a non-equilibrium geometry.

The geometry in XYZ format:
```
36
C15H17FN3, DFT ωB97M-V with the def2-TZVPD basis set
C -0.11 -1.04 2.82
C 0.92 -1.89 2.21
N 1.69 -2.62 1.70
N -1.42 -1.73 2.90
C -2.41 -1.02 3.51
C -3.74 -1.23 3.19
C -4.10 -2.37 2.44
C -3.07 -3.18 1.93
C -1.73 -2.85 2.18
H 0.19 -0.73 3.83
H -2.04 -0.20 4.13
H -4.49 -0.49 3.49
H -5.14 -2.58 2.20
H -3.27 -4.03 1.27
H -0.91 -3.43 1.79
C 0.59 -1.23 -1.91
C 1.34 0.07 -1.98
N 1.96 0.55 -0.91
F -0.33 0.15 2.08
C 1.93 1.89 -0.82
C 1.81 2.59 0.51
C 1.88 2.73 -1.96
C 1.66 2.13 -3.22
C 1.98 2.84 -4.52
C 1.25 0.79 -3.19
H 0.49 -1.60 -2.93
H 1.05 -1.99 -1.27
H -0.44 -1.06 -1.54
H 2.14 3.62 0.36
H 0.75 2.65 0.84
H 2.39 2.13 1.32
H 2.00 3.80 -1.80
H 1.80 2.14 -5.37
H 1.42 3.78 -4.72
H 3.06 3.10 -4.52
H 0.86 0.28 -4.06
```

Properties
Energy above the lowest of the compared OMol25 structures with the same formula, charge and spin in kJ/mol: 49.9
Kohn-Sham gap in hartree: 0.195
Charge: +1
Multiplicity: 1
E_LUMO in eV: -5.35
Highest occupied orbital energy in Ha: -0.39174



No. 3
DFT (ωB97M-V with the def2-TZVPD basis set) results for a 2-piece molecular cluster, HIN2 overall in a non-equilibrium geometry.

The geometry in XYZ format:
```
4
HIN2, DFT ωB97M-V with the def2-TZVPD basis set
N 2.24 -0.78 0.00
N 2.94 -0.08 -0.48
I -2.87 -0.06 -0.22
H -2.30 0.92 0.70
```

Properties
Energy above the lowest of the compared OMol25 structures with the same formula, charge and spin in kJ/mol: 0.0
Kohn-Sham gap in hartree: 0.408
Structure (SMILES): N#N.I
Multiplicity: 1
E_LUMO in eV: 0.94
Highest occupied orbital energy in Ha: -0.37345



No. 4
DFT (ωB97M-V with the def2-TZVPD basis set) results for an isolated ion of composition C6H15F2N3 and charge +2 in a non-equilibrium geometry.

The geometry in XYZ format:
```
26
C6H15F2N3, DFT ωB97M-V with the def2-TZVPD basis set
F 2.59 2.03 0.54
N 1.57 2.42 -0.29
F 2.21 2.51 -1.46
C 0.66 1.29 -0.28
C 0.13 1.30 1.21
C -1.07 0.41 1.57
N -0.88 -1.00 1.32
C -1.59 -1.65 0.04
C -0.96 -1.07 -1.26
C 0.58 -1.07 -1.30
N 1.36 0.10 -0.88
H -0.34 1.53 -0.78
H -0.10 2.26 1.45
H 1.04 1.06 1.90
H -1.19 0.66 2.63
H -1.87 0.81 0.84
H -1.40 -1.58 2.13
H 0.17 -1.39 1.14
H -2.73 -1.32 0.18
H -1.45 -2.75 -0.01
H -1.38 -1.65 -2.10
H -1.14 0.02 -1.46
H 0.98 -1.98 -0.70
H 0.78 -1.26 -2.37
H 2.09 -0.15 -0.25
H 1.93 0.46 -1.81
```

Properties
Kohn-Sham gap in hartree: 0.416
Structure (SMILES): FN(F)[C@@H]1CC[NH2+]CCC[NH2+]1
Charge: +2
Multiplicity: 1
E_LUMO in eV: -7.51
Highest occupied orbital energy in Ha: -0.69166



No. 5
DFT (ωB97M-V with the def2-TZVPD basis set) results for a 2-piece molecular cluster, H2I3P2 overall in a non-equilibrium geometry.

The geometry in XYZ format:
```
7
H2I3P2, DFT ωB97M-V with the def2-TZVPD basis set
P 1.65 0.43 -0.71
P -0.42 -0.18 -0.16
I -2.38 -1.02 2.88
I -1.70 1.68 -0.98
I -1.27 -2.08 -1.46
H 1.81 1.71 0.11
H 2.31 -0.53 0.32
```

Properties
Energy above the lowest of the compared OMol25 structures with the same formula, charge and spin in kJ/mol: 285.7
Kohn-Sham gap (spin up / spin down) in hartree: 0.160 / 0.160
Charge: +1
Multiplicity: 1
E_LUMO (spin up / spin down) in eV: -8.46 / -8.46
Highest occupied orbital energy (spin up / spin down) in Ha: -0.47117 / -0.47102



No. 6
DFT (ωB97M-V with the def2-TZVPD basis set) results for a 7-piece molecular cluster, C49H78BrO23PS overall in a non-equilibrium geometry.

The geometry in XYZ format:
```
153
C49H78BrO23PS, DFT ωB97M-V with the def2-TZVPD basis set
C -6.54 -7.21 2.05
O -6.98 -7.01 0.68
C -5.83 -7.08 -0.22
C -4.84 -5.80 -0.09
C -5.55 -4.47 0.45
C -4.94 -3.12 -0.23
C -4.92 -1.94 0.88
C -4.49 -0.55 0.17
C -4.13 0.62 1.24
C -2.54 0.71 1.56
C -2.06 2.23 1.94
C -2.19 2.46 3.53
C -0.79 2.99 4.19
C 0.24 1.78 4.07
C 1.71 2.09 4.66
C 2.44 0.63 4.83
P 3.90 0.63 6.03
O 4.68 2.19 6.03
Br 5.57 -0.78 5.32
C 2.72 0.05 3.36
C 3.07 1.15 2.25
C 3.75 0.50 0.92
C 2.73 -0.59 0.30
C 1.17 -0.45 0.37
C 0.18 -1.54 -0.19
C 0.73 -2.83 -0.85
C -0.36 -3.91 -1.35
C 2.26 -2.99 -0.98
C 3.24 -1.90 -0.41
O 3.83 2.29 2.77
S 2.71 3.26 3.60
O 3.42 4.33 4.42
O 1.83 4.03 2.62
H -5.53 -7.74 2.13
H -7.34 -7.82 2.62
H -6.46 -6.18 2.56
H -5.23 -8.03 -0.02
H -6.15 -7.13 -1.33
H -4.48 -5.57 -1.17
H -3.92 -6.14 0.51
H -5.36 -4.42 1.59
H -6.68 -4.46 0.28
H -5.58 -2.85 -1.15
H -3.88 -3.40 -0.59
H -6.00 -1.81 1.26
H -4.19 -2.21 1.71
H -3.63 -0.77 -0.55
H -5.41 -0.17 -0.41
H -4.40 1.61 0.70
H -4.71 0.51 2.22
H -2.01 0.44 0.58
H -2.24 -0.03 2.40
H -0.96 2.34 1.58
H -2.71 2.93 1.31
H -2.51 1.45 3.98
H -3.03 3.24 3.68
H -0.52 3.93 3.60
H -1.05 3.28 5.27
H 0.28 1.35 3.00
H -0.20 0.92 4.72
H 1.62 2.52 5.72
H 1.63 -0.06 5.30
H 5.65 2.00 6.02
H 3.51 -0.77 3.30
H 1.73 -0.45 3.01
H 2.07 1.60 1.87
H 4.69 -0.06 1.28
H 4.08 1.29 0.17
H 0.66 0.46 0.83
H -0.95 -1.37 -0.07
H -1.12 -4.01 -0.47
H 0.09 -4.91 -1.64
H -0.96 -3.40 -2.20
H 2.67 -3.93 -1.48
H 4.37 -2.10 -0.54
C -5.75 7.43 0.13
C -5.37 5.97 0.28
C -4.07 5.63 -0.38
O -4.22 4.23 -0.62
C -5.55 4.02 -0.78
O -6.03 3.01 -1.21
O -6.28 5.11 -0.41
H -5.70 7.74 -0.92
H -6.78 7.59 0.45
H -5.09 8.07 0.72
H -5.38 5.69 1.34
H -3.21 5.82 0.26
H -3.92 6.13 -1.34
C -1.48 5.68 -4.73
C -1.37 6.93 -3.89
C 0.03 7.24 -3.46
O -0.19 8.01 -2.27
C -1.36 7.57 -1.75
O -1.75 7.84 -0.64
O -2.04 6.78 -2.63
H -0.98 4.84 -4.26
H -2.52 5.39 -4.87
H -1.03 5.84 -5.72
H -1.84 7.78 -4.41
H 0.59 7.82 -4.21
H 0.60 6.35 -3.18
C 6.39 7.82 -3.16
C 5.12 8.57 -3.50
C 4.16 8.66 -2.35
O 2.92 8.83 -3.02
C 3.05 8.20 -4.22
O 2.13 7.96 -4.96
O 4.35 7.88 -4.47
H 6.17 6.85 -2.70
H 6.97 7.62 -4.06
H 7.01 8.40 -2.46
H 5.37 9.56 -3.90
H 4.37 9.51 -1.69
H 4.11 7.74 -1.76
C 2.39 -0.69 -6.41
C 1.14 -0.91 -5.59
C 1.35 -0.72 -4.11
O 0.31 -1.51 -3.56
C 0.08 -2.51 -4.45
O -0.58 -3.48 -4.22
O 0.70 -2.26 -5.64
H 3.23 -1.27 -6.01
H 2.24 -1.02 -7.44
H 2.67 0.36 -6.42
H 0.33 -0.28 -5.96
H 1.26 0.33 -3.81
H 2.31 -1.11 -3.76
C -2.43 -10.07 -3.47
C -2.34 -8.82 -2.62
C -0.94 -8.49 -2.19
O -1.16 -7.73 -1.00
C -2.33 -8.19 -0.48
O -2.73 -7.93 0.63
O -3.00 -8.99 -1.36
H -1.92 -10.91 -2.99
H -3.47 -10.37 -3.60
H -1.99 -9.90 -4.45
H -2.82 -7.98 -3.13
H -0.40 -7.91 -2.93
H -0.35 -9.38 -1.92
C 6.80 -3.77 4.68
C 7.84 -4.78 5.07
C 9.22 -4.20 5.22
O 10.05 -5.33 5.00
C 9.36 -6.14 4.15
O 9.83 -7.09 3.58
O 8.05 -5.75 4.04
H 7.12 -3.18 3.81
H 5.86 -4.26 4.39
H 6.59 -3.07 5.50
H 7.53 -5.32 5.97
H 9.39 -3.77 6.21
H 9.45 -3.44 4.46
```

Properties
Kohn-Sham gap in hartree: 0.313
Structure (SMILES): COCCCCCCCCCCCC[C@H]1[C@H](P(O)Br)C[C@H](Cc2ccc(C)cc2)OS1(=O)=O.C[C@@H]1COC(=O)O1.C[C@@H]1COC(=O)O1.C[C@@H]1COC(=O)O1.C[C@@H]1COC(=O)O1.C[C@@H]1COC(=O)O1.C[C@@H]1COC(=O)O1
Multiplicity: 1
E_LUMO in eV: -0.10
Highest occupied orbital energy in Ha: -0.31631